[1]
Entry from the Open Molecules 2025 dataset: a single C4H8O3 molecule (ωB97M-V/def2-TZVPD).

```
15
Properties=species:S:1:pos:R:3:forces:R:3:nbo_charge:R:1
C -1.6975 1.0162 -0.6771 -0.050 0.022 -0.017 -0.636
C -0.2480 0.7122 -0.2585 -0.070 -0.106 -0.326 0.069
O -0.0440 1.1749 1.0613 0.044 -0.056 0.166 -0.736
C 0.0464 -0.7748 -0.4120 -0.202 0.042 0.026 -0.110
O 1.4621 -1.0655 -0.3744 0.098 0.000 0.096 -0.494
C 2.0370 -1.1889 0.8154 -0.083 -0.004 0.347 0.663
O 1.5022 -1.0315 1.8886 0.211 -0.088 -0.469 -0.614
H -2.2821 0.1121 -0.8857 0.116 0.090 0.066 0.203
H -1.7384 1.6525 -1.5653 0.005 -0.111 0.096 0.215
H -2.1792 1.5436 0.1485 0.039 -0.036 -0.136 0.239
H 0.4451 1.2421 -0.9301 -0.087 -0.035 0.124 0.165
H 0.3704 0.4766 1.5899 -0.011 0.101 -0.031 0.494
H -0.2707 -1.1286 -1.3951 0.032 0.101 0.127 0.206
H -0.4641 -1.3539 0.3661 0.054 0.078 -0.090 0.202
H 3.0929 -1.4623 0.6906 -0.097 0.002 0.021 0.132
```
Positions in Å, forces in eV/Å.

Computed properties:
- Energy relative to the best compared isomer or geometry (same formula, charge and spin): 23.8 kcal/mol
- Highest occupied orbital energy: -0.3768 hartree
- Orbital gap: 11.1 eV
- SMILES string: C[C@@H](O)COC=O

[2]
Entry from the Open Molecules 2025 dataset: C5H9NS as an isolated structure (ωB97M-V/def2-TZVPD).

```
16
Properties=species:S:1:pos:R:3:forces:R:3:nbo_charge:R:1
C 0.5365 0.3960 0.2164 -1.081 1.098 -0.337 -0.349
C 0.4310 -0.7664 1.1860 1.219 0.777 -1.693 0.235
C -0.5278 -1.0876 2.3204 -1.889 -0.889 -2.569 -0.659
C 0.0183 0.8118 -2.3424 1.807 1.638 -0.765 -0.617
C -0.4540 0.5329 -0.9541 -3.514 -2.072 1.760 -0.411
N 1.5509 -1.3325 0.8814 0.533 -1.287 1.412 -0.491
S 2.2495 -0.1298 -0.2388 -1.677 -0.781 0.975 0.312
H 0.4534 1.3442 0.7208 0.673 0.498 0.406 0.219
H -0.2663 -2.0184 2.7552 0.617 -0.863 0.480 0.241
H -1.6545 -1.2859 1.9813 2.368 0.959 0.501 0.227
H -0.4575 -0.3271 3.0568 -0.228 0.800 0.632 0.232
H -0.6039 1.6695 -2.6802 0.594 -0.621 -0.354 0.214
H -0.0042 0.0136 -3.1076 -0.031 0.239 0.732 0.227
H 1.1182 1.2015 -2.2751 -1.862 -0.623 -0.372 0.208
H -1.2351 -0.3701 -0.8644 1.860 1.441 -0.605 0.204
H -1.1546 1.3483 -0.6556 0.611 -0.315 -0.203 0.206
```
Positions in Å, forces in eV/Å.

Computed properties:
- Energy relative to the best compared isomer or geometry (same formula, charge and spin): 53.5 kcal/mol
- Highest occupied orbital energy: -0.3186 hartree
- Orbital gap: 9.5 eV

[3]
Entry from the Open Molecules 2025 dataset: a 2-piece molecular cluster, C2HNO3S overall (ωB97M-V/def2-TZVPD).

```
8
Properties=species:S:1:pos:R:3:forces:R:3:nbo_charge:R:1
C 0.9112 0.7579 -1.2786 -0.920 -0.007 0.283 0.873
C -0.5918 -1.2995 1.6874 0.282 -1.221 -0.313 0.448
N -0.4472 0.5813 -1.2025 -1.545 0.580 -1.164 -0.369
O 1.8031 1.3703 -1.7074 1.005 0.425 -0.291 -0.504
O -0.2719 -2.3322 1.2940 -0.034 0.118 0.066 -0.434
O 0.5726 -0.2831 -0.5437 1.203 -0.952 0.708 -0.366
S -1.0430 0.0660 2.2479 -0.356 1.038 0.446 -0.014
H -0.9330 1.1392 -0.4972 0.365 0.018 0.265 0.366
```
Positions in Å, forces in eV/Å.

Computed properties:
- Energy relative to the best compared isomer or geometry (same formula, charge and spin): 52.7 kcal/mol
- Highest occupied orbital energy: -0.4038 hartree
- Orbital gap: 11.4 eV
- SMILES string: O=C1NO1.O=C=S

- The highest energy relative to the best compared isomer or geometry (same formula, charge and spin) belongs to which entry?
  C5H9NS